{
  "formula": "C38H40I2InN4O6Sb",
  "method": "ωB97M-V with the def2-TZVPD basis set",
  "orbital_gap_ev": 7.293,
  "de_lowest_kcal_mol": 12.1,
  "homo_energy_ev": -7.5,
  "spin_multiplicity": 1,
  "e_lumo_ev": -0.205,
  "e_tot_ha": -3168.3679,
  "symbols": ["In", "O", "C", "C", "C", "C", "C", "C", "C", "O", "N", "N", "C", "C", "C", "C", "C", "C", "C", "O", "H", "H", "H", "H", "H", "H", "H", "H", "H", "H", "I", "C", "C", "C", "I", "C", "C", "C", "C", "N", "C", "C", "O", "H", "H", "H", "H", "C", "C", "C", "C", "C", "C", "C", "O", "C", "C", "C", "H", "H", "H", "H", "H", "H", "H", "H", "H", "H", "H", "H", "C", "Sb", "C", "C", "H", "H", "H", "H", "H", "H", "H", "H", "H", "C", "C", "N", "O", "H", "H", "H", "H", "H"],
  "positions_angstrom": [[-1.801518, 0.700007, 0.154005], [-0.166821, -3.180226, -1.492918], [0.468554, -3.633367, -0.384735], [1.348741, -4.701052, -0.543146], [2.027263, -5.208766, 0.548572], [1.830158, -4.668128, 1.817459], [0.963384, -3.603306, 1.968289], [0.282726, -3.054960, 0.878214], [-0.588509, -1.860868, 1.062769], [-1.323855, -1.472604, 0.039657], [-0.565346, -1.263134, 2.218280], [-1.446613, -0.191249, 2.149520], [-2.000315, 0.209443, 3.229927], [-3.219628, 0.996049, 3.211222], [-3.622422, 1.671125, 4.370754], [-4.858535, 2.264705, 4.464090], [-5.737857, 2.148602, 3.379721], [-5.374787, 1.473180, 2.237518], [-4.098984, 0.893977, 2.101051], [-3.772167, 0.250341, 0.995062], [-0.737743, -2.435604, -1.188934], [1.481776, -5.113574, -1.536523], [2.708598, -6.040472, 0.412430], [2.348952, -5.075936, 2.676215], [0.786439, -3.164144, 2.941868], [-1.643016, -0.210248, 4.171532], [-2.933256, 1.717665, 5.208011], [-5.150479, 2.797323, 5.359174], [-6.722982, 2.597732, 3.440339], [-6.049508, 1.401436, 1.391895], [-4.437330, 5.182479, 1.159949], [-2.521660, 4.977773, 0.387519], [-1.788608, 6.129244, 0.041617], [-0.527226, 6.034059, -0.473949], [0.498677, 7.794115, -0.934677], [0.056001, 4.758310, -0.689082], [1.337969, 4.533924, -1.233173], [1.781361, 3.259677, -1.436166], [0.952504, 2.181019, -1.098748], [-0.240789, 2.344583, -0.565207], [-0.697267, 3.613926, -0.346100], [-2.003863, 3.702683, 0.238414], [-2.615568, 2.618649, 0.575155], [-2.238320, 7.100411, 0.196001], [1.961640, 5.382695, -1.483970], [2.760995, 3.066991, -1.854013], [1.279667, 1.166119, -1.254981], [7.043792, -3.328747, 1.282761], [5.802851, -2.472930, 1.299526], [5.178471, -2.103843, 0.112159], [4.006259, -1.361675, 0.098937], [3.384378, -1.006358, -1.231038], [3.447052, -0.968086, 1.326908], [2.165168, -0.247857, 1.400093], [1.442816, 0.004658, 0.457676], [4.066867, -1.319315, 2.538267], [3.494094, -0.936477, 3.886906], [5.236231, -2.064864, 2.501807], [7.647437, -3.136525, 0.395957], [6.773265, -4.387391, 1.271981], [7.658794, -3.155740, 2.165804], [5.613288, -2.411727, -0.834592], [3.973629, -1.433205, -2.043740], [3.343734, 0.078172, -1.366746], [2.361506, -1.373069, -1.305914], [1.829617, 0.030672, 2.407353], [2.492744, -1.349047, 4.035894], [3.423372, 0.145988, 4.010315], [4.134400, -1.318530, 4.679673], [5.716459, -2.339372, 3.436428], [1.250484, -1.123598, -4.357268], [-0.281765, -0.348454, -3.072756], [-1.834436, -1.581512, -3.913617], [-0.650377, 1.370893, -4.318946], [0.855569, -1.146844, -5.375219], [1.509934, -2.134359, -4.035572], [2.143762, -0.495575, -4.327156], [-1.376785, -2.440708, -4.403430], [-2.387894, -1.000639, -4.651887], [-2.517693, -1.938393, -3.141909], [-0.599803, 1.088857, -5.372065], [0.087493, 2.151441, -4.123303], [-1.639949, 1.765997, -4.083244], [-4.534261, 0.853087, -3.451003], [-4.061666, 0.462426, -2.085048], [-4.874085, -0.229319, -1.303002], [-2.908231, 0.822634, -1.748157], [-5.535232, 0.485652, -3.669736], [-3.833794, 0.471815, -4.191445], [-4.524281, 1.942076, -3.512708], [-5.813716, -0.400406, -1.615059], [-4.699929, -0.210409, -0.283794]],
  "forces_ev_per_a": [[-0.3197, -0.2503, 0.1680], [0.1272, -0.0758, 0.0283], [-0.0722, 0.1629, -0.2130], [0.0891, -0.0647, 0.0405], [-0.0144, -0.0114, -0.0259], [0.0181, 0.0178, -0.0068], [-0.0083, 0.0678, 0.0076], [-0.0747, 0.1041, 0.0420], [-0.1157, -0.2619, -0.3433], [0.5098, 0.2646, 0.0850], [-0.2820, 0.3110, -0.1455], [0.5617, 0.2092, 0.3043], [-0.2722, -0.1574, 0.0393], [0.1593, -0.0152, 0.0612], [0.0480, 0.0056, 0.0096], [-0.1008, 0.0153, -0.1079], [0.0124, 0.0077, 0.1066], [0.0492, -0.0322, -0.0485], [0.0319, -0.0960, -0.0800], [-0.2774, 0.1400, 0.3537], [-0.0841, -0.0695, 0.1280], [-0.0152, 0.0188, 0.0556], [-0.0164, 0.0218, 0.0063], [-0.0197, 0.0172, -0.0378], [0.0245, -0.0085, -0.0091], [-0.0494, -0.0075, 0.0238], [-0.0194, -0.0183, -0.0153], [-0.0086, -0.0121, -0.0230], [0.0282, -0.0006, -0.0104], [-0.0132, 0.0148, 0.0516], [-0.0134, -0.0222, 0.0261], [-0.0122, 0.1637, 0.0191], [-0.0241, -0.1437, 0.0140], [0.0064, -0.0036, 0.0223], [0.0145, -0.0099, -0.0098], [0.0151, -0.0522, -0.0378], [0.0118, 0.1057, 0.0224], [0.0098, -0.0270, -0.0244], [-0.1169, 0.1067, 0.0204], [0.1840, 0.0020, -0.0289], [0.1234, -0.2394, -0.1339], [0.0009, -0.0721, 0.0389], [-0.0758, 0.1993, 0.0579], [-0.0177, -0.0120, 0.0024], [-0.0235, -0.0165, -0.0197], [-0.0409, -0.0114, 0.0097], [-0.0190, 0.0550, -0.0127], [-0.0920, 0.0565, 0.0044], [0.0193, -0.0325, -0.0301], [0.0383, -0.0529, -0.0178], [-0.0638, 0.0161, -0.2019], [0.1451, -0.0508, 0.0643], [-0.1729, 0.0565, 0.0966], [0.0238, -0.2051, 0.0404], [0.0161, 0.0562, 0.0141], [0.0132, -0.0170, 0.1226], [-0.0035, -0.0283, -0.0788], [0.0361, -0.0072, 0.0239], [-0.0132, 0.0146, 0.0057], [-0.0118, 0.0176, 0.0003], [-0.0164, 0.0128, -0.0108], [-0.0213, 0.0143, 0.0572], [0.0065, 0.0148, 0.0368], [-0.0090, -0.0649, 0.0138], [-0.0164, -0.0339, 0.0053], [0.0165, 0.0369, 0.0441], [0.0587, 0.0091, -0.0305], [0.0118, -0.0280, -0.0100], [0.0085, -0.0059, 0.0071], [-0.0252, 0.0030, -0.0494], [0.0568, -0.0620, -0.0091], [-0.0769, 0.0860, -0.2190], [-0.0016, 0.0218, 0.0109], [-0.0447, -0.0193, 0.0325], [0.1021, -0.0352, 0.0438], [-0.0046, 0.0774, -0.0470], [-0.0715, -0.0519, -0.0010], [-0.0277, 0.0103, 0.0327], [0.0351, -0.0949, -0.0338], [0.0309, 0.0247, -0.0280], [-0.0336, 0.0230, 0.0348], [-0.0222, -0.0386, -0.0030], [0.0679, 0.0114, -0.0283], [-0.0282, -0.0308, -0.1218], [-0.0552, 0.0556, -0.0347], [-0.2884, 0.1871, -0.1544], [0.0627, -0.2078, -0.0298], [0.0279, 0.0066, -0.0084], [-0.0311, 0.0372, -0.0079], [-0.0052, -0.0251, 0.0162], [0.0186, -0.0069, -0.1682], [0.4225, -0.0705, 0.2047]],
  "mulliken_charge": [2.65, -0.71, 0.26, -0.54, -0.42, -0.86, -0.38, 0.41, 0.21, -0.84, -0.68, 0.14, -0.47, 0.08, -0.75, -0.67, -0.64, -0.41, 0.88, -1.14, 0.28, 0.45, 0.40, 0.44, 0.49, 0.54, 0.44, 0.41, 0.42, 0.39, 0.02, -0.52, -0.41, -0.30, 0.05, 0.99, -0.74, -1.73, -0.70, 0.35, 0.16, -0.47, -0.20, 0.36, 0.20, 0.51, 1.17, -1.60, 0.62, -1.01, 0.97, -0.70, 0.86, -0.65, 0.41, 1.08, -1.85, -0.87, 0.38, 0.28, 0.39, 0.34, 0.40, 0.06, -0.16, 0.21, 0.33, 0.37, 0.38, 0.33, -1.48, 1.01, -1.58, -1.25, 0.45, 0.38, 0.38, 0.55, 0.45, 0.31, 0.44, 0.40, 0.22, -1.09, 0.58, -0.24, -0.59, 0.50, 0.07, 0.27, 0.24, 0.28]
}

{
  "formula": "C38H40MnN4O7",
  "method": "ωB97M-V with the def2-TZVPD basis set",
  "orbital_gap_ev": [6.844, 6.883],
  "de_lowest_kcal_mol": 4.3,
  "s2": 3.78,
  "homo_energy_ev": [-7.6, -7.7],
  "spin_multiplicity": 4,
  "e_lumo_ev": [-0.726, -0.795],
  "e_tot_ha": -3368.7720,
  "symbols": ["Mn", "O", "C", "C", "C", "N", "C", "C", "C", "O", "O", "C", "O", "O", "H", "H", "H", "C", "C", "C", "C", "C", "C", "C", "C", "C", "C", "C", "C", "N", "C", "O", "C", "C", "C", "C", "C", "N", "C", "O", "N", "C", "C", "C", "C", "C", "C", "C", "C", "C", "C", "C", "C", "H", "H", "H", "H", "H", "H", "H", "H", "H", "H", "H", "H", "H", "H", "H", "H", "H", "H", "H", "H", "H", "H", "H", "H", "H", "H", "H", "H", "H", "H", "H", "H", "H", "H", "H", "H", "H"],
  "positions_angstrom": [[0.100211, 1.212234, 0.580319], [3.504186, -1.110122, 5.208459], [2.741552, -0.722365, 4.172700], [2.233795, -1.612950, 3.229802], [1.483338, -1.099817, 2.192429], [1.200222, 0.193992, 2.051536], [1.645289, 1.034557, 2.999662], [2.425641, 0.626738, 4.057128], [1.188517, 2.483262, 2.851954], [1.575925, 3.300848, 3.656470], [0.415620, 2.664320, 1.839910], [0.821540, -2.033769, 1.243165], [0.276250, -3.042375, 1.579929], [0.831805, -1.531096, -0.033678], [3.640344, -2.066146, 5.195299], [2.393061, -2.681090, 3.299413], [2.757991, 1.359251, 4.778598], [1.270870, -5.672546, -0.038252], [2.053131, -4.470210, -0.568524], [3.552303, -4.769455, -0.649046], [1.470236, -4.016905, -1.892759], [1.820970, -4.740231, -3.029027], [1.290972, -4.439888, -4.266458], [0.430094, -3.366133, -4.393208], [0.059925, -2.590975, -3.299683], [-0.809293, -1.376915, -3.613322], [-2.289332, -1.478827, -3.229788], [-0.199978, -0.071239, -3.120569], [0.562666, -2.959023, -2.037096], [0.004964, -2.254451, -0.915146], [-1.282805, -2.467656, -0.472688], [-1.924916, -3.423881, -0.831972], [-1.957197, -1.358047, 0.314122], [-3.159078, -1.683512, 0.910848], [-3.970798, -0.666923, 1.401868], [-3.607677, 0.643958, 1.176318], [-2.399229, 0.896987, 0.535090], [-1.540769, -0.080338, 0.206275], [-2.064892, 2.327382, 0.103648], [-2.836670, 3.209293, 0.443594], [-0.928590, 2.367852, -0.637198], [-0.565471, 3.603124, -1.230453], [0.760695, 4.091838, -1.226759], [0.964278, 5.415315, -1.618419], [-0.053586, 6.218716, -2.088803], [-1.293787, 5.646551, -2.298806], [-1.557258, 4.339249, -1.917789], [-2.843317, 3.707542, -2.430797], [-4.095954, 4.499644, -2.060734], [-2.739720, 3.540511, -3.952676], [2.078897, 3.324417, -1.036574], [2.082226, 1.884504, -1.530471], [2.818147, 3.450297, 0.303699], [1.650959, -5.979118, 0.937949], [1.368187, -6.518209, -0.722030], [0.212563, -5.434660, 0.063075], [1.953820, -3.665361, 0.148575], [3.769595, -5.641655, -1.264931], [3.936696, -4.979930, 0.350519], [4.104157, -3.921406, -1.056673], [2.505606, -5.570926, -2.932557], [1.559393, -5.029040, -5.133376], [0.043017, -3.103843, -5.369619], [-0.789614, -1.328579, -4.704846], [-2.469108, -1.188227, -2.195621], [-2.680548, -2.486155, -3.369514], [-2.864199, -0.791747, -3.852611], [-0.247185, 0.019561, -2.036250], [-0.749680, 0.779163, -3.529847], [0.839890, 0.008833, -3.438178], [-3.457326, -2.720966, 0.941773], [-4.901458, -0.906347, 1.898670], [-4.219213, 1.491249, 1.450541], [1.973535, 5.809834, -1.578033], [0.138789, 7.246625, -2.365724], [-2.068401, 6.217010, -2.794631], [-2.947408, 2.707764, -2.015706], [-4.106220, 5.475542, -2.549220], [-4.151899, 4.644863, -0.983581], [-4.989087, 3.964329, -2.389535], [-2.665305, 4.509638, -4.449624], [-3.622889, 3.028571, -4.341595], [-1.855950, 2.959773, -4.224717], [2.723830, 3.837993, -1.754436], [1.585366, 1.159141, -0.865833], [3.109883, 1.526939, -1.621809], [1.590694, 1.799388, -2.496855], [2.625636, 2.596265, 0.954109], [2.541851, 4.353342, 0.844731], [3.894305, 3.466800, 0.120079]],
  "forces_ev_per_a": [[-0.0609, -0.0114, 0.0315], [0.0103, -0.0749, -0.0008], [0.0009, 0.0198, 0.0003], [-0.0261, 0.0260, -0.0423], [0.1084, 0.0184, 0.0679], [-0.0705, 0.0301, -0.0974], [-0.0019, -0.0295, 0.0128], [0.0025, -0.0377, -0.0047], [0.0128, -0.0248, 0.0468], [-0.0091, 0.0075, 0.0347], [-0.0351, -0.0076, -0.0334], [-0.2839, 0.0284, -0.0315], [0.1523, 0.0516, -0.0065], [0.0373, -0.0685, -0.0528], [-0.0158, 0.0876, -0.0026], [-0.0009, -0.0068, 0.0005], [0.0022, 0.0079, 0.0075], [-0.0072, 0.0184, 0.0186], [0.0317, 0.0570, 0.0226], [-0.0306, 0.0045, -0.0076], [0.0304, -0.0646, 0.0019], [0.0058, 0.0260, 0.0236], [-0.0170, 0.0281, 0.0189], [0.0164, -0.0150, -0.0093], [0.0192, 0.0183, -0.0350], [-0.0286, -0.0135, -0.0176], [-0.0057, -0.0218, 0.0161], [0.0356, 0.0272, -0.0009], [0.0149, 0.0607, -0.0470], [-0.0208, -0.1037, 0.1212], [0.0401, 0.0355, 0.0512], [0.0144, 0.0161, -0.0110], [-0.0460, 0.0002, 0.0653], [0.0239, -0.0012, -0.0161], [0.0072, 0.0216, 0.0001], [0.0238, -0.0227, 0.0117], [-0.0359, 0.0322, 0.0032], [-0.0665, -0.0304, -0.0407], [-0.0364, -0.0536, -0.0449], [0.0253, 0.0248, -0.0764], [0.1688, -0.0645, 0.2597], [0.0415, -0.0059, -0.0797], [-0.0321, 0.0175, 0.0381], [-0.0271, 0.0337, 0.0115], [0.0272, 0.0019, -0.0040], [-0.0192, -0.0300, 0.0107], [0.0195, 0.0344, -0.0615], [-0.0398, 0.0235, 0.0365], [-0.0064, -0.0184, 0.0348], [0.0012, -0.0099, 0.0262], [0.0096, -0.0244, 0.0219], [-0.0962, 0.0231, -0.0447], [0.0046, -0.0545, 0.0213], [0.0035, 0.0026, 0.0109], [-0.0033, -0.0068, -0.0108], [-0.0221, 0.0029, -0.0021], [-0.0225, -0.0326, -0.0207], [-0.0030, -0.0239, -0.0060], [0.0017, 0.0009, 0.0064], [0.0070, 0.0009, -0.0077], [0.0212, -0.0135, -0.0037], [0.0086, -0.0025, -0.0100], [-0.0058, 0.0014, -0.0073], [-0.0122, -0.0081, 0.0019], [-0.0038, 0.0091, -0.0350], [-0.0093, -0.0004, -0.0073], [-0.0060, 0.0087, -0.0055], [0.0040, -0.0065, -0.0508], [-0.0007, 0.0173, 0.0035], [0.0135, -0.0049, 0.0010], [0.0044, -0.0058, -0.0003], [-0.0055, 0.0050, 0.0036], [-0.0105, -0.0003, 0.0010], [0.0162, 0.0033, 0.0015], [0.0012, 0.0128, -0.0005], [-0.0245, 0.0169, -0.0093], [0.0159, -0.0174, 0.0199], [0.0076, 0.0233, -0.0076], [-0.0004, 0.0034, -0.0172], [-0.0177, -0.0065, -0.0030], [0.0014, 0.0083, 0.0024], [-0.0089, -0.0041, -0.0034], [0.0036, -0.0022, -0.0035], [-0.0037, -0.0335, -0.0236], [0.1304, -0.0128, -0.0184], [-0.0058, -0.0275, 0.0128], [0.0076, 0.0019, -0.0001], [0.0508, 0.0948, -0.0889], [-0.0133, -0.0139, 0.0207], [0.0120, 0.0229, 0.0084]],
  "mulliken_spin": [2.93, 0.00, 0.00, 0.00, 0.02, -0.02, -0.01, 0.00, -0.01, 0.01, 0.03, -0.01, 0.00, -0.02, 0.00, 0.00, 0.00, 0.00, 0.00, 0.00, 0.00, 0.00, 0.00, 0.00, 0.00, 0.00, 0.00, -0.03, 0.00, 0.00, 0.01, 0.00, 0.02, 0.01, 0.00, 0.02, -0.03, 0.02, 0.02, -0.01, -0.06, 0.04, -0.01, 0.00, 0.01, 0.00, 0.00, 0.00, 0.00, 0.00, 0.02, -0.03, 0.00, 0.00, 0.00, 0.00, 0.00, 0.00, 0.00, 0.00, 0.00, 0.00, 0.00, 0.00, 0.00, 0.00, 0.00, 0.03, 0.00, 0.00, 0.00, 0.00, 0.00, 0.00, 0.00, 0.00, 0.00, 0.00, 0.00, 0.00, 0.00, 0.00, 0.00, 0.00, 0.06, 0.00, 0.00, 0.01, 0.00, 0.00]
}